Computed, not measured: one molecule with the formula C5H6O2, with ωB97M-V/def2-TZVPD.

The maximum force is 0.0111 hartree/bohr. The charge is 0. The SMILES is O=CCC#CCO. The calculation puts the HOMO-LUMO gap at 10.690 eV. For the HOMO energy, the calculation gives -9.925 eV. The value obtained for the total energy is -344.51366 a.u. For the LUMO energy, the calculation gives 0.77 eV. As for the molar mass: 98.1 Da. Its energy above the lowest of the compared OMol25 structures with the same formula, charge and spin is 231.7 kJ/mol.

Last columns: bonded neighbours and bond lengths (Å).
Cartesian coordinates (Å):
1 O 2.403 0.875 -1.178  C5 1.413, H10 0.966
2 O -3.055 1.006 -0.544  C7 1.204
3 C -0.215 -0.392 0.607  C4 1.206, C6 1.464
4 C 0.951 -0.297 0.313  C3 1.206, C5 1.472
5 C 2.339 -0.036 -0.100  O1 1.413, C4 1.472, H9 1.100, H11 1.094
6 C -1.666 -0.434 0.801  C3 1.464, C7 1.524, H8 1.094, H13 1.098
7 C -2.313 0.059 -0.488  O2 1.204, C6 1.524, H12 1.109
8 H -1.991 0.206 1.627  C6 1.094
9 H 2.917 0.318 0.766  C5 1.100
10 H 1.837 1.626 -0.956  O1 0.966
11 H 2.813 -0.957 -0.453  C5 1.094
12 H -2.023 -0.511 -1.394  C7 1.109
13 H -1.997 -1.463 0.999  C6 1.098